51
Properties=species:S:1:pos:R:3:forces:R:3 method="wB97M-V/def2-TZVPD" charge=0 orbital_gap_ev=10.30 energy_ev=-23231.468 homo_ev=-9.84
C -2.63681 -11.77642 -18.58625 -1.40 -0.22 -0.54
C -2.92168 -10.99356 -17.29709 1.66 1.16 -2.63
C -2.95660 -11.86289 -16.15982 -0.40 -1.99 2.38
O -1.80235 -10.12772 -17.15063 0.07 1.05 0.30
H -1.70578 -12.34224 -18.62008 0.06 -0.04 0.62
H -2.61378 -11.16877 -19.49087 -0.08 0.40 0.24
H -3.47170 -12.46441 -18.71947 0.07 -0.37 -0.23
H -3.79762 -10.35367 -17.40368 -0.04 -0.07 -0.05
H -1.95962 -12.26304 -15.97537 0.14 -0.28 -0.18
H -3.61718 -12.71286 -16.33096 -0.13 -0.06 0.21
H -3.20989 -11.38815 -15.21189 -0.30 0.22 -0.14
H -1.05933 -10.73143 -17.07948 0.38 0.19 0.03
C 3.68197 -5.81060 -17.56412 0.58 -0.06 -0.84
C 4.84791 -4.95442 -18.08492 -0.43 -0.10 -2.02
C 4.66231 -4.53986 -19.59478 -0.36 -1.31 -0.34
O 4.95668 -3.75449 -17.40076 0.11 1.14 1.11
H 3.87325 -6.10575 -16.53242 -0.30 0.22 0.10
H 3.62930 -6.72860 -18.14943 0.03 -0.14 -0.03
H 2.73382 -5.29575 -17.71916 0.04 0.10 0.40
H 5.78310 -5.48761 -17.91398 0.12 -0.40 -0.49
H 3.63310 -4.26621 -19.82700 -0.13 0.47 0.53
H 4.77158 -5.36639 -20.29694 0.21 -0.69 0.36
H 5.31570 -3.80998 -20.07277 0.21 0.38 0.96
H 5.41538 -3.96741 -16.58476 -0.09 0.38 0.26
C 8.09307 -11.26156 -20.79006 -0.51 -0.66 -0.18
C 8.43154 -10.77646 -19.41622 -0.50 1.61 0.50
C 9.33063 -9.55037 -19.49215 -0.20 -0.21 -0.43
O 7.15490 -10.32742 -18.86829 0.16 -0.75 -0.20
H 7.30539 -12.00993 -20.70274 -0.04 -0.08 -0.08
H 8.92548 -11.73384 -21.31172 0.12 0.21 0.05
H 7.68181 -10.43607 -21.37103 0.15 0.00 -0.10
H 8.89630 -11.54247 -18.79547 -0.19 -0.21 0.09
H 10.18826 -9.80126 -20.11635 0.40 0.19 0.37
H 9.58499 -9.15337 -18.50940 0.33 -0.15 -0.05
H 8.77970 -8.77491 -20.02435 -0.05 0.06 0.00
H 7.25101 -9.98116 -17.97808 0.30 -0.02 0.05
C 5.31389 -16.30648 -15.42004 -0.44 1.58 0.61
C 4.91839 -17.42028 -16.33596 -1.37 0.12 -0.94
C 3.95213 -18.40542 -15.64580 0.64 -0.09 0.03
O 4.25412 -16.87120 -17.54935 0.93 -0.25 1.28
H 4.50297 -15.63803 -15.13083 -0.73 -0.46 0.03
H 5.96870 -15.53816 -15.83117 0.62 -0.60 -0.39
H 5.71447 -16.67358 -14.47512 0.23 -0.16 -0.18
H 5.85570 -17.89198 -16.63102 -0.13 -0.44 -0.22
H 4.45946 -18.76893 -14.75216 -0.16 -0.08 0.20
H 3.69791 -19.28872 -16.23170 0.26 0.05 -0.33
H 2.99407 -17.96785 -15.36514 0.22 0.41 0.02
H 4.23570 -17.59839 -18.17580 -0.09 -0.02 -0.14
O 2.75274 -12.65269 -17.85203 -0.24 0.11 0.11
H 2.99706 -13.56174 -18.02572 0.06 -0.32 -0.01
H 3.50343 -12.14073 -18.15299 0.20 0.18 -0.08